# C33H72N2O5OsSSi5Te

A structure of composition C33H72N2O5OsSSi5Te in a non-equilibrium geometry (wB97M-V/def2-TZVPD, OMol25).

LUMO energy in eV: -0.156
Calculated total energy in eV: -108598.474
Highest occupied orbital energy in Ha: -0.24553
Orbital gap in eV: 6.5247
Molecular weight in g mol⁻¹: 1067.275
Energy above the lowest of the compared OMol25 structures with the same formula, charge and spin in eV: 1.077

```
120
Properties=species:S:1:pos:R:3:forces:R:3:mulliken_charge:R:1
Os -0.863 -1.019 -0.675 -0.75 -0.31 0.12 2.13
C -2.700 -1.461 2.753 0.01 0.01 0.02 -1.01
C -1.289 -1.430 3.345 -0.11 0.09 0.04 1.77
C -0.963 -2.761 4.009 0.03 -0.03 -0.07 -1.71
C -1.157 -0.285 4.340 -0.03 -0.02 0.02 -1.45
O -0.401 -1.164 2.245 -0.20 -0.06 -0.36 0.38
Si 1.192 -1.395 1.946 0.36 0.01 -0.10 -0.06
S 1.420 -0.874 -0.086 0.38 0.03 -0.08 -0.95
O 2.179 -0.571 2.946 -0.11 -0.03 0.17 0.16
C 2.573 0.801 3.064 0.02 0.01 -0.06 2.32
C 1.507 1.724 2.490 0.02 0.00 0.01 -0.44
C 3.896 0.952 2.321 -0.03 0.07 0.03 -1.98
C 2.756 1.064 4.554 0.02 -0.02 -0.05 -1.92
O 1.499 -2.967 2.277 -0.11 0.01 -0.16 -0.27
C 2.673 -3.788 2.153 -0.02 0.10 0.17 1.90
C 2.492 -4.901 3.177 0.02 0.01 0.01 -1.90
C 3.933 -2.986 2.455 0.03 -0.05 0.02 -1.63
C 2.736 -4.354 0.748 0.00 0.01 -0.10 -1.37
H -3.382 -2.008 3.404 -0.01 0.05 0.05 0.43
H -2.674 -1.956 1.781 -0.01 -0.10 0.03 -0.19
H -3.087 -0.451 2.609 0.04 0.03 -0.06 0.25
H -1.676 -2.944 4.814 0.00 0.00 0.02 0.61
H 0.045 -2.761 4.423 0.01 0.02 0.01 0.29
H -1.025 -3.579 3.291 -0.02 -0.02 -0.02 0.19
H -1.890 -0.393 5.142 -0.01 -0.02 0.02 0.49
H -1.335 0.663 3.833 -0.02 0.02 -0.01 0.16
H -0.160 -0.272 4.780 0.03 -0.01 0.00 0.12
H 1.450 1.644 1.403 -0.02 -0.03 0.05 -0.42
H 1.726 2.758 2.759 0.01 0.06 -0.03 0.77
H 0.526 1.465 2.887 -0.01 0.03 0.04 -0.66
H 3.764 0.696 1.269 -0.01 0.00 -0.02 0.27
H 4.647 0.288 2.750 0.01 -0.03 0.02 0.38
H 4.260 1.979 2.389 0.01 0.02 0.00 0.48
H 1.800 0.997 5.074 -0.03 -0.01 0.00 0.35
H 3.167 2.061 4.717 0.00 0.02 0.00 0.43
H 3.436 0.329 4.984 0.02 -0.01 -0.01 0.38
H 2.442 -4.488 4.185 0.01 0.02 0.01 0.43
H 3.323 -5.606 3.130 0.01 -0.02 -0.01 0.41
H 1.565 -5.441 2.979 -0.02 -0.01 -0.01 0.32
H 3.841 -2.466 3.406 0.00 0.00 0.05 0.30
H 4.118 -2.244 1.677 -0.01 0.04 -0.03 0.22
H 4.794 -3.656 2.500 0.01 -0.01 -0.03 0.56
H 1.857 -4.962 0.537 -0.08 -0.05 -0.03 0.20
H 3.626 -4.975 0.629 0.01 -0.03 0.00 0.56
H 2.772 -3.544 0.020 0.00 0.02 -0.04 0.21
C -0.822 -0.625 -5.459 0.02 -0.06 0.03 -0.58
O -2.045 -0.672 -4.689 0.17 0.06 0.21 -0.59
C -1.890 -0.757 -3.378 -0.28 0.39 -0.68 0.64
O -0.794 -0.831 -2.828 0.62 -0.70 0.74 -0.88
N -3.051 -0.732 -2.723 -0.23 -0.06 0.07 -0.12
N -3.014 -0.843 -1.328 0.06 -0.59 -0.09 -0.87
H -1.135 -0.402 -6.473 0.00 0.00 0.01 0.27
H -0.323 -1.591 -5.409 0.00 0.01 0.00 0.31
H -0.167 0.153 -5.074 -0.01 0.01 -0.02 0.18
H -3.917 -0.577 -3.215 0.03 0.00 0.01 0.24
H -3.581 -1.633 -1.039 -0.04 -0.13 0.02 0.29
H -3.345 0.029 -0.909 -0.08 0.23 0.13 0.20
C 2.011 2.156 -2.406 0.02 -0.02 0.03 -0.37
Si 1.510 3.645 -1.381 0.05 0.00 -0.15 0.66
C 2.791 3.871 -0.028 -0.04 -0.05 0.04 -0.74
C 1.589 5.200 -2.453 0.01 -0.03 0.02 -1.11
Si -0.727 3.519 -0.722 -0.21 -0.01 -0.11 0.46
Te -1.665 1.387 0.173 -0.04 1.52 0.85 -0.84
Si -2.016 3.873 -2.666 0.11 0.07 0.17 0.25
C -1.267 2.906 -4.100 -0.05 -0.02 -0.04 -0.27
C -3.773 3.243 -2.444 -0.01 0.01 -0.09 -0.83
C -2.137 5.686 -3.162 0.01 -0.04 -0.08 -1.18
Si -1.323 5.146 0.848 -0.07 0.12 -0.07 0.42
C -3.183 5.053 1.112 0.01 -0.04 -0.02 -0.99
C -0.476 4.965 2.512 0.00 -0.06 -0.01 -0.94
C -0.928 6.876 0.210 0.05 -0.03 0.04 -1.09
H 3.050 2.264 -2.728 0.02 -0.02 -0.02 0.46
H 1.388 2.040 -3.293 -0.04 0.03 -0.05 0.02
H 1.929 1.238 -1.820 0.02 0.03 0.03 -0.18
H 3.709 4.233 -0.499 0.05 -0.01 0.02 0.57
H 3.014 2.932 0.477 0.01 0.03 -0.03 -0.17
H 2.492 4.598 0.727 -0.03 0.05 0.01 0.24
H 2.631 5.494 -2.600 0.02 0.00 -0.05 0.44
H 1.071 6.040 -1.988 0.00 0.04 0.06 0.23
H 1.141 5.042 -3.435 -0.02 -0.02 -0.04 0.27
H -1.099 1.865 -3.814 -0.01 -0.01 0.05 -0.60
H -0.310 3.318 -4.418 0.04 0.04 0.00 0.41
H -1.946 2.925 -4.958 0.00 -0.03 -0.03 0.49
H -3.768 2.193 -2.151 0.00 -0.04 0.00 0.04
H -4.322 3.347 -3.385 -0.03 0.02 0.00 0.36
H -4.308 3.792 -1.670 -0.01 0.03 0.03 0.26
H -1.173 6.192 -3.132 0.07 0.00 -0.02 0.35
H -2.815 6.226 -2.499 -0.04 0.01 0.03 0.31
H -2.525 5.767 -4.181 -0.04 0.03 0.00 0.40
H -3.510 4.031 1.311 0.01 -0.03 0.03 0.24
H -3.719 5.406 0.229 -0.02 0.03 -0.03 0.23
H -3.474 5.680 1.958 -0.03 0.02 0.01 0.41
H -0.692 4.005 2.982 -0.03 -0.05 0.00 0.15
H -0.840 5.760 3.169 0.02 -0.01 0.05 0.43
H 0.607 5.061 2.432 0.04 0.02 -0.02 0.25
H -1.237 7.022 -0.823 -0.06 0.00 -0.05 0.26
H 0.141 7.090 0.268 0.05 0.00 0.01 0.30
H -1.450 7.615 0.824 0.02 0.04 0.02 0.38
C -2.095 -5.042 0.003 0.01 -0.06 -0.09 -2.47
C -1.436 -4.121 -1.041 -0.47 0.07 0.35 3.34
C -2.397 -3.956 -2.223 -0.04 0.13 0.06 -1.67
C -1.069 -2.823 -0.323 1.05 -0.72 -1.15 -1.05
C -0.154 -4.729 -1.621 -0.02 -0.07 0.10 -0.28
C 0.054 -6.106 -1.589 0.04 0.01 0.05 -0.25
C 1.165 -6.674 -2.195 0.02 0.00 -0.04 -0.87
C 2.087 -5.874 -2.851 0.01 -0.01 0.01 -0.54
C 1.884 -4.503 -2.896 0.02 0.01 -0.02 -1.23
C 0.774 -3.937 -2.289 0.02 0.08 -0.06 0.16
H -2.827 -4.476 0.582 -0.05 0.01 -0.03 0.37
H -1.357 -5.439 0.702 0.00 0.04 0.03 0.41
H -2.619 -5.880 -0.462 0.04 -0.04 0.01 0.56
H -3.416 -3.741 -1.889 -0.04 0.09 0.03 0.38
H -2.435 -4.878 -2.805 -0.02 -0.02 0.03 0.48
H -2.059 -3.164 -2.886 0.04 -0.01 -0.10 0.26
H -0.669 -3.060 0.675 -0.20 -0.05 0.11 -0.39
H -0.651 -6.753 -1.086 -0.01 -0.01 0.01 0.39
H 1.304 -7.747 -2.159 0.01 -0.01 0.02 0.41
H 2.958 -6.314 -3.319 0.01 -0.01 -0.01 0.41
H 2.598 -3.864 -3.400 0.02 0.01 0.00 0.45
H 0.640 -2.863 -2.321 0.00 -0.02 0.04 0.55
```
Positions in Å, forces in eV/Å.